Record 1
A 3-piece molecular cluster, C19H37FI2N4 overall, computed with ωB97M-V/def2-TZVPD.

Summary:
Multiplicity: 1
HOMO-LUMO gap: 0.2964 Ha
HOMO energy: -0.3047 hartree
Structure (SMILES): C[C@H](I)[C@H](I)[C@@](F)(C#N)CC#N.CCN(CC)CC.CCN(CC)CC

Last column: Löwdin charge in e.
Atoms and positions in Å:
C (0.69, -2.01, 3.84)  -0.14
C (-0.16, -0.81, 3.38)  -0.81
I (-1.08, 0.14, 5.06)  0.95
C (-1.10, -1.14, 2.23)  -0.69
I (-1.40, 0.61, 1.00)  0.98
C (-2.42, -1.82, 2.56)  -0.55
F (-2.78, -2.50, 1.43)  0.03
C (-2.25, -2.85, 3.58)  -0.16
N (-1.98, -3.70, 4.32)  0.24
C (-3.61, -0.86, 2.87)  -0.18
C (-4.37, -1.26, 4.03)  -0.25
N (-4.99, -1.52, 4.98)  0.18
H (0.86, -2.67, 3.01)  0.08
H (1.62, -1.62, 4.21)  0.07
H (0.17, -2.53, 4.61)  0.03
H (0.53, -0.08, 3.00)  0.03
H (-0.58, -1.82, 1.58)  0.07
H (-4.28, -0.91, 2.03)  0.13
H (-3.28, 0.14, 3.08)  0.03
C (1.55, 7.29, -1.64)  -0.09
C (0.66, 6.58, -0.63)  -0.28
N (0.50, 5.16, -0.91)  -0.20
C (-0.56, 4.54, -0.15)  -0.26
C (-0.41, 4.47, 1.38)  -0.10
C (1.73, 4.40, -1.03)  -0.25
C (2.70, 4.40, 0.15)  -0.08
H (1.19, 7.12, -2.66)  0.08
H (1.54, 8.36, -1.45)  0.07
H (2.59, 6.96, -1.59)  0.06
H (-0.33, 7.04, -0.66)  0.12
H (1.06, 6.76, 0.38)  0.10
H (-0.72, 3.53, -0.54)  0.08
H (-1.49, 5.08, -0.37)  0.11
H (0.32, 3.72, 1.68)  0.04
H (-1.36, 4.18, 1.83)  0.06
H (-0.12, 5.43, 1.81)  0.07
H (2.27, 4.77, -1.91)  0.10
H (1.46, 3.37, -1.28)  0.11
H (2.85, 5.40, 0.56)  0.07
H (3.67, 4.03, -0.17)  0.07
H (2.36, 3.75, 0.96)  0.05
C (1.42, -1.80, -2.60)  -0.09
C (1.25, -3.22, -3.11)  -0.28
N (1.07, -4.20, -2.05)  -0.20
C (1.21, -5.57, -2.51)  -0.25
C (0.19, -6.11, -3.52)  -0.09
C (-0.03, -3.95, -1.14)  -0.25
C (-1.44, -3.81, -1.73)  -0.07
H (2.23, -1.74, -1.86)  0.08
H (1.67, -1.14, -3.43)  0.07
H (0.51, -1.42, -2.13)  0.06
H (2.16, -3.49, -3.66)  0.12
H (0.43, -3.24, -3.84)  0.10
H (1.22, -6.22, -1.63)  0.11
H (2.21, -5.66, -2.95)  0.11
H (-0.77, -6.31, -3.06)  0.05
H (0.55, -7.05, -3.93)  0.07
H (0.05, -5.43, -4.36)  0.07
H (0.20, -3.03, -0.58)  0.09
H (-0.03, -4.73, -0.38)  0.12
H (-1.46, -3.18, -2.62)  0.07
H (-2.10, -3.36, -0.99)  0.06
H (-1.86, -4.78, -1.99)  0.06



Record 2
C19H38Cl2FNO3PPtSi3 as an isolated structure, computed with ωB97M-V/def2-TZVPD.

Summary:
ΔE to the lowest compared entry with this formula, charge and spin: 6.75 kcal per mole
Multiplicity: 1
HOMO-LUMO gap: 0.2836 Ha
HOMO energy: -0.1877 hartree
Total charge: -1

Last column: Löwdin charge in e.
Atoms and positions in Å:
Pt (-0.08, -0.68, -0.56)  1.08
C (0.25, 1.61, -3.45)  -0.18
Si (1.64, 1.14, -2.25)  0.38
C (2.96, 2.49, -2.48)  -0.19
C (2.39, -0.44, -2.96)  -0.17
C (1.09, 1.03, -0.47)  -0.62
Si (2.48, 0.87, 0.78)  0.40
C (1.93, 0.22, 2.47)  -0.19
C (3.95, -0.13, 0.19)  -0.19
C (3.17, 2.61, 1.13)  -0.19
Si (-0.18, 2.24, 0.05)  0.43
C (-0.57, 2.34, 1.88)  -0.16
C (0.03, 4.04, -0.52)  -0.17
C (-1.78, 1.62, -0.78)  -0.27
C (-3.00, 2.26, -0.89)  -0.06
C (-4.07, 1.62, -1.49)  -0.07
C (-3.90, 0.33, -1.97)  -0.05
C (-2.67, -0.29, -1.81)  -0.10
N (-1.64, 0.35, -1.23)  -0.14
H (0.71, 2.03, -4.35)  0.03
H (-0.45, 2.35, -3.06)  0.01
H (-0.32, 0.73, -3.74)  0.03
H (3.24, 2.55, -3.54)  0.02
H (3.86, 2.28, -1.91)  0.01
H (2.58, 3.47, -2.18)  0.02
H (2.51, -0.31, -4.04)  0.03
H (1.75, -1.30, -2.79)  0.02
H (3.37, -0.65, -2.54)  0.02
H (0.91, -0.16, 2.43)  0.00
H (2.00, 1.00, 3.24)  0.02
H (2.58, -0.61, 2.76)  0.03
H (3.64, -1.15, -0.04)  0.02
H (4.70, -0.17, 0.99)  0.03
H (4.43, 0.30, -0.69)  0.01
H (2.42, 3.23, 1.64)  0.01
H (3.48, 3.14, 0.22)  0.01
H (4.04, 2.54, 1.79)  0.03
H (0.28, 2.69, 2.47)  0.02
H (-0.87, 1.36, 2.25)  0.02
H (-1.40, 3.03, 2.03)  0.03
H (0.91, 4.48, -0.05)  0.02
H (-0.84, 4.64, -0.22)  0.02
H (0.15, 4.12, -1.60)  0.02
H (-3.11, 3.27, -0.51)  0.10
H (-5.04, 2.11, -1.57)  0.10
H (-4.71, -0.21, -2.43)  0.10
H (-2.48, -1.31, -2.09)  0.11
Cl (0.80, -5.76, 0.15)  0.56
C (0.66, -4.34, -0.92)  -1.00
Cl (1.11, -4.78, -2.58)  0.56
C (-0.76, -3.70, -0.91)  -0.78
O (-1.69, -4.27, -0.36)  -0.02
O (-0.76, -2.59, -1.54)  -0.19
H (1.36, -3.59, -0.57)  0.03
F (1.37, -1.73, 0.33)  -0.53
C (-3.55, -3.54, 2.18)  -0.18
P (-2.35, -2.20, 2.27)  0.53
C (-0.75, -3.00, 2.45)  -0.16
C (-2.65, -1.39, 3.86)  -0.19
O (-2.46, -1.23, 1.14)  -0.38
H (-3.48, -4.20, 3.04)  0.05
H (-3.33, -4.08, 1.26)  0.03
H (-4.56, -3.12, 2.13)  0.05
H (-0.50, -3.15, 3.50)  0.05
H (0.03, -2.39, 1.98)  0.02
H (-0.77, -3.96, 1.94)  0.02
H (-2.60, -2.10, 4.69)  0.04
H (-3.63, -0.91, 3.85)  0.05
H (-1.89, -0.62, 4.01)  0.04



Record 3
C19H38F3HgNO10S as an isolated structure, computed with ωB97M-V/def2-TZVPD.

Summary:
ΔE to the lowest compared entry with this formula, charge and spin: 87.37 kcal per mole
Multiplicity: 1
HOMO-LUMO gap: 0.1599 Ha
HOMO energy: -0.0224 hartree
Total charge: -2

Last column: Löwdin charge in e.
Atoms and positions in Å:
Hg (-0.45, -0.19, 0.48)  1.19
C (-4.32, -2.14, -0.63)  -0.05
C (-3.45, -1.70, 0.47)  -0.79
O (-3.95, -1.41, 1.57)  -0.02
O (-2.21, -1.74, 0.26)  -0.14
H (-5.04, -1.33, -0.76)  0.07
H (-4.84, -3.05, -0.35)  0.07
H (-3.76, -2.20, -1.57)  0.05
C (2.01, -2.87, 3.30)  -0.07
C (0.69, -2.21, 3.17)  -0.84
O (0.38, -1.77, 2.10)  -0.07
O (-0.09, -2.26, 4.15)  -0.06
H (2.81, -2.79, 2.57)  0.05
H (2.01, -3.92, 3.61)  0.06
H (2.46, -2.32, 4.12)  0.06
C (2.75, 1.40, 0.89)  -0.40
O (2.95, 2.84, 0.95)  -0.09
O (1.54, 1.12, 0.26)  -0.28
C (3.99, 0.59, 0.33)  -0.58
F (4.18, 1.00, -0.99)  0.06
F (5.18, 0.75, 0.89)  0.13
F (3.75, -0.68, 0.39)  0.18
C (3.72, 3.45, 1.97)  -0.26
C (3.11, 4.88, 2.28)  -0.09
H (3.42, 5.69, 1.62)  0.05
H (2.03, 4.94, 2.25)  0.06
H (3.47, 5.30, 3.21)  0.05
H (4.70, 3.77, 1.59)  0.10
H (3.79, 3.03, 2.97)  0.11
H (2.60, 1.05, 1.91)  0.14
C (-2.38, 2.52, 3.85)  -0.10
C (-1.95, 1.95, 2.52)  -0.65
C (-1.00, 2.88, 1.75)  -0.09
O (-1.67, 0.60, 2.53)  -0.26
H (-2.93, 3.47, 3.86)  0.05
H (-1.54, 2.82, 4.48)  0.06
H (-3.06, 1.83, 4.35)  0.07
H (-2.80, 2.00, 1.84)  0.10
H (-0.75, 2.25, 0.89)  0.00
H (-0.01, 3.14, 2.14)  0.05
H (-1.44, 3.81, 1.39)  0.06
C (1.16, -2.51, -3.33)  -0.05
C (0.21, -2.31, -2.06)  -0.37
C (0.11, -3.46, -0.98)  -0.18
O (1.41, -3.71, -0.52)  -0.21
C (1.53, -4.61, 0.54)  -0.11
N (0.69, -1.09, -1.50)  0.03
H (1.08, -1.68, -4.03)  0.05
H (0.68, -3.31, -3.90)  0.06
H (2.21, -2.73, -3.11)  0.08
H (-0.83, -2.26, -2.40)  0.11
H (-0.28, -4.40, -1.39)  0.11
H (-0.58, -3.33, -0.15)  0.10
H (2.57, -4.89, 0.74)  0.09
H (0.95, -5.49, 0.24)  0.07
H (0.96, -4.26, 1.40)  0.08
H (1.49, -1.49, -1.03)  0.08
H (1.02, -0.58, -2.31)  0.06
C (-0.87, 1.06, -4.07)  -0.21
C (-2.14, 0.21, -4.21)  -0.21
C (-3.19, 0.73, -3.23)  -0.20
S (-2.44, 1.71, -1.84)  0.75
O (-2.07, 0.88, -0.68)  -0.40
O (-2.98, 3.03, -1.71)  -0.32
C (-0.84, 1.96, -2.81)  -0.17
H (-0.56, 1.52, -5.01)  0.10
H (-0.03, 0.38, -3.97)  0.07
H (-2.04, -0.87, -4.11)  0.10
H (-2.54, 0.31, -5.22)  0.10
H (-3.84, -0.03, -2.79)  0.09
H (-3.74, 1.49, -3.79)  0.09
H (-0.04, 2.27, -2.13)  0.10
H (-0.98, 2.94, -3.27)  0.08



Record 4
C19H38N3NiO8 as an isolated structure, computed with ωB97M-V/def2-TZVPD.

Summary:
Multiplicity: 4
HOMO-LUMO gap (spin up / spin down): 0.1605 / 0.1310 Ha
HOMO energy (spin up / spin down): -0.2681 / -0.2681 hartree

Last column: Löwdin charge in e.
Atoms and positions in Å:
Ni (3.20, -3.10, 3.17)  0.74
C (-0.85, 3.38, 1.95)  -1.04
O (-0.31, 4.39, 2.41)  0.07
O (-1.79, 3.35, 1.18)  0.06
O (-0.05, 2.40, 1.79)  0.10
N (1.94, -0.51, 1.57)  -0.59
O (1.11, -0.46, 0.69)  0.00
O (2.25, 0.60, 2.07)  0.00
O (2.25, -1.57, 2.12)  -0.13
C (-0.94, -0.33, 3.84)  0.03
C (-2.04, -1.25, 3.23)  -0.47
C (-2.62, -2.16, 4.32)  -0.15
C (-3.62, -1.46, 5.26)  -0.18
C (-4.78, -0.85, 4.46)  -0.11
C (-4.26, 0.11, 3.28)  -0.41
N (-3.06, -0.49, 2.56)  0.12
O (-2.58, 0.24, 1.43)  0.13
C (-5.49, 0.35, 2.41)  -0.02
C (-3.92, 1.49, 3.88)  0.00
C (-1.37, -2.26, 2.27)  -0.01
H (-0.06, -0.93, 4.09)  0.10
H (-1.21, 0.18, 4.76)  0.08
H (-0.78, 0.51, 3.17)  0.07
H (-3.20, -2.94, 3.83)  0.12
H (-1.83, -2.65, 4.89)  0.13
H (-3.12, -0.65, 5.80)  0.10
H (-3.88, -2.17, 6.05)  0.11
H (-5.35, -0.33, 5.23)  0.12
H (-5.44, -1.62, 4.07)  0.11
H (-5.15, 0.87, 1.51)  0.10
H (-5.88, -0.60, 2.05)  0.09
H (-6.32, 0.75, 2.99)  0.10
H (-4.77, 1.95, 4.38)  0.10
H (-3.10, 1.45, 4.60)  0.09
H (-3.69, 2.13, 3.03)  0.09
H (-0.68, -1.70, 1.63)  0.07
H (-2.17, -2.58, 1.60)  0.09
H (-0.88, -3.17, 2.61)  0.10
H (-2.25, 1.00, 1.91)  0.07
C (3.29, -1.92, -3.58)  -0.05
C (3.21, -0.52, -3.02)  -0.45
C (4.61, 0.27, -3.19)  -0.12
C (4.83, 0.73, -4.65)  -0.18
C (3.66, 1.72, -4.99)  -0.13
C (2.21, 1.13, -4.86)  -0.47
N (2.09, 0.33, -3.62)  -0.14
O (0.83, -0.15, -3.38)  0.01
C (1.21, 2.34, -4.85)  -0.03
C (1.84, 0.20, -6.04)  -0.05
C (3.04, -0.64, -1.48)  -0.06
H (2.34, -2.44, -3.47)  0.08
H (4.06, -2.42, -3.00)  0.09
H (3.50, -1.91, -4.65)  0.06
H (4.66, 1.19, -2.61)  0.11
H (5.50, -0.32, -2.97)  0.11
H (4.77, -0.11, -5.33)  0.10
H (5.71, 1.36, -4.81)  0.11
H (3.89, 2.07, -6.00)  0.11
H (3.74, 2.62, -4.40)  0.11
H (0.17, 2.05, -4.96)  0.07
H (1.29, 2.89, -3.92)  0.09
H (1.43, 3.03, -5.66)  0.08
H (2.15, 0.63, -6.99)  0.08
H (2.32, -0.78, -6.07)  0.07
H (0.77, 0.05, -6.16)  0.07
H (3.89, -1.08, -0.97)  0.08
H (2.15, -1.26, -1.30)  0.07
H (2.86, 0.36, -1.07)  0.09
H (0.67, -0.77, -4.10)  0.08



Record 5
C19H38N3S2Se2Si2Ti as an isolated structure, computed with ωB97M-V/def2-TZVPD.

Summary:
ΔE to the lowest compared entry with this formula, charge and spin: 29.49 kcal per mole
Multiplicity: 4
HOMO-LUMO gap (spin up / spin down): 0.2132 / 0.2927 Ha
HOMO energy (spin up / spin down): -0.2027 / -0.2827 hartree

Last column: Löwdin charge in e.
Atoms and positions in Å:
Ti (0.83, -0.78, 0.50)  0.30
C (-3.33, -1.28, -3.52)  -0.40
Se (-2.10, -1.77, -2.07)  0.87
C (-1.14, -3.16, -3.09)  -0.55
C (-0.51, -4.20, -2.18)  -0.49
Se (0.46, -3.41, -0.57)  0.87
C (-0.54, -4.46, 0.72)  -0.36
H (-2.77, -0.89, -4.37)  0.02
H (-3.98, -0.50, -3.13)  0.01
H (-3.91, -2.15, -3.81)  0.01
H (-0.38, -2.67, -3.71)  0.05
H (-1.89, -3.60, -3.74)  0.06
H (0.24, -4.78, -2.71)  0.05
H (-1.27, -4.88, -1.80)  0.06
H (-0.53, -5.50, 0.38)  0.03
H (-1.56, -4.09, 0.78)  0.02
H (-0.04, -4.38, 1.68)  0.00
C (-2.30, 1.89, -0.64)  -0.19
Si (-0.64, 2.43, 0.09)  0.46
C (-0.81, 2.61, 1.98)  -0.16
C (-0.37, 4.18, -0.58)  -0.18
C (0.78, 1.27, -0.25)  -0.44
C (1.86, 1.50, 0.75)  -0.41
C (2.72, 2.59, 0.87)  -0.03
C (3.68, 2.58, 1.87)  -0.05
C (3.78, 1.48, 2.71)  -0.06
C (2.92, 0.42, 2.53)  -0.11
N (1.98, 0.43, 1.57)  -0.04
Si (1.57, 1.03, -1.92)  0.48
C (2.66, -0.52, -1.55)  -0.15
C (0.32, 0.64, -3.29)  -0.17
C (2.74, 2.36, -2.60)  -0.18
H (-3.11, 2.49, -0.23)  0.03
H (-2.52, 0.84, -0.43)  -0.03
H (-2.30, 2.02, -1.73)  0.02
H (-1.72, 3.14, 2.25)  0.03
H (0.04, 3.18, 2.38)  0.03
H (-0.81, 1.64, 2.48)  -0.01
H (-1.20, 4.83, -0.30)  0.03
H (-0.30, 4.17, -1.67)  0.02
H (0.55, 4.63, -0.19)  0.02
H (2.62, 3.42, 0.19)  0.11
H (4.35, 3.42, 1.99)  0.11
H (4.52, 1.44, 3.49)  0.10
H (2.98, -0.46, 3.15)  0.07
H (2.08, -1.24, -0.94)  -0.06
H (3.54, -0.25, -0.98)  0.05
H (2.98, -1.07, -2.44)  0.05
H (0.25, -0.43, -3.46)  0.00
H (0.62, 1.11, -4.23)  0.03
H (-0.67, 1.00, -3.03)  0.00
H (3.59, 2.53, -1.93)  0.02
H (2.22, 3.30, -2.73)  0.03
H (3.15, 2.06, -3.57)  0.03
C (-3.78, -0.54, 3.19)  -0.11
N (-2.50, -0.79, 3.82)  -0.05
C (-1.37, -0.93, 3.11)  -0.78
N (-0.21, -0.99, 3.78)  0.13
S (-1.45, -1.01, 1.41)  0.72
H (-4.54, -0.39, 3.95)  0.09
H (-4.07, -1.39, 2.57)  0.08
H (-3.74, 0.33, 2.54)  0.08
H (-2.42, -0.57, 4.80)  0.14
H (-0.22, -1.09, 4.78)  0.12
H (0.57, -1.39, 3.23)  0.03
S (2.75, -3.14, 2.31)  0.53
C (1.61, -2.33, 1.53)  -0.99



Record 6
A 2-piece molecular cluster, C19H38N4O8P overall, computed with ωB97M-V/def2-TZVPD.

Summary:
Multiplicity: 1
HOMO-LUMO gap: 0.2780 Ha
HOMO energy: -0.4077 hartree
Total charge: +1

Last column: Löwdin charge in e.
Atoms and positions in Å:
C (1.47, -2.24, -2.09)  -0.07
C (0.42, -1.14, -2.34)  -0.19
C (0.33, -0.08, -1.22)  -0.35
C (1.72, 0.56, -1.05)  -0.13
C (1.81, 2.00, -0.54)  -0.18
C (3.03, 2.76, -1.12)  -0.14
C (3.95, 3.45, -0.09)  -0.18
N (5.27, 2.80, -0.04)  -0.14
C (6.34, 3.70, 0.37)  -0.05
C (5.34, 1.57, 0.66)  -0.49
C (4.38, 1.29, 1.79)  0.01
O (6.19, 0.77, 0.38)  0.10
C (-0.82, 0.86, -1.61)  -0.03
N (-1.84, 0.69, -0.58)  0.03
C (-3.04, 1.53, -0.60)  -0.07
C (-4.19, 0.81, -1.32)  -0.15
O (-5.19, 1.72, -1.73)  -0.01
C (-6.12, 2.08, -0.78)  -0.52
C (-5.92, 3.41, -0.13)  0.03
O (-7.06, 1.39, -0.56)  0.17
C (-1.58, -0.28, 0.24)  -0.15
C (-2.56, -0.76, 1.25)  -0.09
P (-3.11, -2.40, 0.69)  0.42
O (-3.55, -2.33, -0.70)  -0.22
O (-4.19, -2.83, 1.77)  -0.08
O (-1.86, -3.37, 0.90)  -0.12
C (-0.19, -0.80, 0.06)  -0.21
N (0.58, -0.41, 1.28)  0.12
H (2.26, -2.20, -2.83)  0.08
H (1.02, -3.22, -2.17)  0.08
H (1.92, -2.17, -1.10)  0.08
H (-0.56, -1.60, -2.49)  0.12
H (0.67, -0.61, -3.26)  0.12
H (2.29, -0.05, -0.35)  0.11
H (2.23, 0.48, -2.00)  0.12
H (0.92, 2.58, -0.78)  0.09
H (1.91, 2.02, 0.55)  0.08
H (2.66, 3.52, -1.81)  0.11
H (3.66, 2.09, -1.70)  0.11
H (3.47, 3.52, 0.89)  0.11
H (4.14, 4.47, -0.42)  0.12
H (7.30, 3.19, 0.27)  0.09
H (6.35, 4.57, -0.28)  0.09
H (6.24, 4.05, 1.40)  0.09
H (3.41, 0.95, 1.43)  0.05
H (4.24, 2.16, 2.43)  0.09
H (4.82, 0.49, 2.38)  0.09
H (-1.28, 0.46, -2.52)  0.14
H (-0.61, 1.90, -1.82)  0.13
H (-2.79, 2.45, -1.12)  0.14
H (-3.31, 1.77, 0.43)  0.13
H (-3.82, 0.34, -2.22)  0.14
H (-4.62, 0.02, -0.70)  0.12
H (-4.88, 3.61, 0.12)  0.07
H (-6.52, 3.43, 0.77)  0.10
H (-6.25, 4.20, -0.80)  0.10
H (-3.42, -0.11, 1.35)  0.10
H (-2.05, -0.86, 2.21)  0.12
H (-4.08, -3.74, 2.08)  0.10
H (-1.73, -3.69, 1.81)  0.06
H (-0.13, -1.88, 0.03)  0.14
H (0.48, 0.59, 1.44)  0.09
H (0.24, -0.88, 2.10)  0.09
C (-0.69, -6.98, 1.42)  0.07
N (-0.37, -6.23, 2.66)  -0.43
O (-0.55, -5.02, 2.67)  0.02
O (0.07, -6.86, 3.59)  0.12
H (-1.06, -6.28, 0.68)  0.09
H (0.23, -7.46, 1.09)  0.11
H (-1.43, -7.73, 1.68)  0.11



Here are the calculated max |F| numbers, same order: 2.51, 0.98, 5.64, 7.24, 3.27, 1.81 (eV/A).
Here are the calculated E numbers, same order: -1660.35391, -3376.95758, -2404.91768, -3020.68860, -7938.71651, -1908.83411 (Ha).